No. 1
{
  "formula": "C33H35GeN3OPRuS2Se2",
  "method": "ωB97M-V/def2-TZVPD",
  "e_homo_ha": [-0.2128, -0.2464],
  "s2": 1.132,
  "total_charge": 0,
  "multiplicity": 2,
  "lumo_energy_ev": [-0.3, -0.3],
  "elements": ["Ru", "Se", "P", "Se", "C", "C", "C", "C", "C", "C", "C", "C", "C", "C", "C", "C", "H", "H", "H", "H", "H", "H", "H", "H", "H", "H", "N", "C", "C", "C", "C", "C", "C", "N", "C", "C", "C", "S", "C", "N", "H", "H", "H", "H", "H", "H", "H", "C", "Ge", "C", "C", "C", "H", "H", "H", "H", "H", "H", "H", "H", "H", "H", "C", "S", "O", "C", "C", "C", "C", "C", "C", "H", "H", "H", "H", "H", "H", "H", "H"],
  "positions_angstrom": [[0.338, 0.124, -0.053], [2.552, 0.928, 0.890], [2.632, 0.155, -1.211], [1.864, -1.802, -1.660], [1.973, 1.444, -2.325], [2.385, 2.754, -2.093], [1.986, 3.755, -2.953], [1.163, 3.458, -4.031], [0.740, 2.155, -4.248], [1.159, 1.140, -3.408], [4.385, 0.179, -1.751], [4.642, -0.211, -3.060], [5.944, -0.223, -3.520], [6.983, 0.150, -2.680], [6.716, 0.552, -1.381], [5.414, 0.567, -0.913], [3.027, 2.965, -1.246], [2.323, 4.768, -2.789], [0.870, 4.239, -4.716], [0.093, 1.928, -5.082], [0.873, 0.113, -3.601], [3.827, -0.517, -3.704], [6.156, -0.531, -4.534], [8.001, 0.121, -3.039], [7.523, 0.846, -0.728], [5.185, 0.870, 0.103], [-2.296, 3.549, -1.061], [-1.690, 4.294, -0.080], [-2.030, 5.491, 0.524], [-1.203, 5.937, 1.542], [-0.069, 5.220, 1.924], [0.279, 4.025, 1.324], [-0.556, 3.546, 0.319], [-0.514, 2.379, -0.395], [-1.579, 2.388, -1.194], [-1.924, 1.286, -2.025], [-2.924, 1.188, -2.980], [-2.917, -0.386, -3.697], [-1.576, -0.799, -2.671], [-1.193, 0.142, -1.874], [-3.147, 3.775, -1.545], [-2.912, 6.041, 0.232], [-1.452, 6.851, 2.059], [0.550, 5.603, 2.720], [1.147, 3.462, 1.638], [-3.633, 1.923, -3.296], [-1.102, -1.757, -2.746], [-1.675, -2.147, 3.555], [-0.075, -1.011, 3.149], [1.487, -2.077, 2.511], [0.494, -0.111, 4.842], [-0.523, 0.283, 1.798], [-1.388, -3.170, 3.766], [-2.358, -2.143, 2.712], [-2.201, -1.752, 4.418], [1.477, -3.106, 2.859], [2.396, -1.598, 2.875], [1.508, -2.068, 1.417], [0.614, -0.845, 5.630], [-0.242, 0.617, 5.166], [1.441, 0.401, 4.699], [-0.814, 1.288, 2.096], [-1.072, -4.130, -1.568], [-1.821, -3.034, -0.267], [-0.743, -2.103, 0.148], [-1.845, -4.362, 0.970], [-0.660, -4.878, 1.464], [-0.700, -5.939, 2.350], [-1.918, -6.476, 2.736], [-3.100, -5.954, 2.231], [-3.066, -4.890, 1.345], [-1.086, -5.166, -1.249], [-0.045, -3.809, -1.730], [-1.651, -4.024, -2.480], [0.273, -4.443, 1.144], [0.225, -6.354, 2.720], [-1.949, -7.301, 3.433], [-4.048, -6.386, 2.516], [-3.973, -4.469, 0.932]],
  "forces_ev_per_a": [[-1.9, 0.6, 0.4], [-0.1, -0.6, -0.7], [0.9, 0.8, 0.7], [-0.2, 0.5, 0.2], [0.2, -0.2, 0.0], [0.0, -0.2, 0.0], [0.0, 0.2, -0.1], [-0.1, 0.0, -0.1], [0.0, 0.2, -0.1], [0.2, -0.1, 0.1], [-0.4, -0.1, 0.0], [0.1, 0.0, 0.0], [0.0, 0.0, -0.1], [0.1, 0.1, 0.1], [0.2, 0.0, -0.1], [-0.2, 0.0, 0.1], [-0.1, 0.0, 0.0], [0.0, 0.1, 0.0], [-0.1, 0.1, 0.0], [0.0, 0.0, -0.1], [0.1, 0.0, 0.1], [0.0, 0.0, 0.0], [0.0, 0.0, -0.1], [0.1, 0.0, 0.0], [0.1, 0.0, 0.1], [0.1, 0.0, 0.0], [0.0, -0.5, -0.2], [0.6, -0.2, 0.3], [0.0, 0.2, 0.2], [-0.3, 0.0, -0.3], [0.3, -0.2, 0.0], [0.0, 0.1, 0.1], [-0.5, 0.5, -0.1], [-0.6, -1.4, -0.7], [1.1, 1.3, 1.4], [-1.3, -0.8, -1.6], [0.8, -0.5, 0.5], [0.7, 0.6, 0.8], [-0.7, 0.3, -0.5], [0.2, -0.5, 0.7], [0.0, 0.0, 0.0], [-0.1, 0.1, 0.0], [0.0, 0.1, 0.0], [0.1, 0.1, 0.1], [0.0, -0.1, -0.1], [-0.2, 0.2, -0.1], [0.2, -0.2, 0.1], [0.5, 0.4, -0.1], [0.2, -0.4, 0.2], [-0.4, 0.3, 0.1], [-0.2, -0.2, -0.5], [1.1, 0.4, -1.6], [0.1, -0.2, 0.1], [-0.1, 0.0, -0.1], [-0.1, 0.1, 0.2], [-0.1, -0.2, 0.1], [0.0, 0.0, 0.0], [0.0, -0.1, 0.2], [0.1, -0.2, 0.2], [-0.2, 0.1, 0.0], [0.1, 0.0, -0.1], [-0.2, 0.1, 0.2], [-0.3, 0.2, 0.1], [0.5, -1.2, 0.2], [-0.1, -0.1, 0.1], [-0.4, 0.2, -0.2], [0.1, 0.2, -0.1], [0.1, 0.0, -0.1], [-0.1, 0.0, 0.0], [0.0, -0.1, 0.1], [0.0, 0.1, -0.2], [-0.1, 0.0, 0.0], [0.0, 0.1, 0.1], [0.0, 0.0, -0.2], [0.2, 0.1, 0.0], [0.1, 0.0, 0.1], [0.0, -0.1, 0.0], [-0.1, 0.0, 0.1], [-0.1, 0.0, 0.1]],
  "lowdin_spin": [0.0562, 0.0326, 0.0319, 0.0368, 0.0026, 0.0016, 0.0001, 0.0018, 0.0001, 0.0018, 0.0028, 0.0001, 0.0001, -0.0004, 0.0003, 0.0003, -0.0005, 0.0000, 0.0001, 0.0000, 0.0002, 0.0005, 0.0000, 0.0000, 0.0000, 0.0009, 0.0014, 0.0007, 0.0007, -0.0004, 0.0005, 0.0002, 0.0019, 0.0150, 0.0041, -0.0003, 0.0021, -0.0019, -0.0040, -0.0091, 0.0001, 0.0001, 0.0000, 0.0000, 0.0009, 0.0001, -0.0001, 0.0123, 0.0818, 0.0074, 0.0210, 0.6277, 0.0008, 0.0018, 0.0002, 0.0006, -0.0002, 0.0028, 0.0030, 0.0002, 0.0003, 0.0497, 0.0006, 0.0024, 0.0050, -0.0006, 0.0001, 0.0000, 0.0000, 0.0000, 0.0000, 0.0000, 0.0009, 0.0000, 0.0001, 0.0000, 0.0000, 0.0000, 0.0000]
}

No. 2
{
  "formula": "C30H51FeN5O6PS",
  "method": "ωB97M-V/def2-TZVPD",
  "e_homo_ha": -0.3946,
  "total_charge": 1,
  "multiplicity": 1,
  "lumo_energy_ev": -3.0,
  "elements": ["Fe", "O", "C", "O", "C", "C", "C", "C", "C", "N", "C", "O", "O", "H", "H", "H", "H", "O", "P", "N", "C", "C", "C", "C", "N", "C", "C", "C", "C", "N", "C", "C", "C", "C", "H", "H", "H", "H", "H", "H", "H", "H", "H", "H", "H", "H", "H", "H", "H", "H", "H", "H", "H", "H", "H", "H", "H", "H", "C", "C", "C", "S", "O", "C", "C", "C", "H", "H", "H", "H", "H", "H", "H", "H", "H", "H", "H", "H", "H", "H", "C", "C", "C", "C", "C", "N", "H", "H", "H", "H", "H", "H", "H", "H", "H"],
  "positions_angstrom": [[-0.993, 0.209, 1.011], [-0.110, -3.453, 2.748], [-0.538, -2.341, 2.170], [0.173, -1.351, 2.000], [-1.958, -2.356, 1.737], [-2.925, -3.324, 1.969], [-4.217, -3.046, 1.516], [-4.496, -1.843, 0.875], [-3.463, -0.932, 0.680], [-2.248, -1.220, 1.103], [-3.559, 0.444, 0.010], [-4.620, 0.747, -0.506], [-2.466, 1.109, 0.055], [0.818, -3.345, 3.005], [-2.687, -4.244, 2.481], [-5.003, -3.770, 1.677], [-5.485, -1.591, 0.521], [-0.183, -0.397, -0.717], [0.179, -0.879, -2.081], [1.635, -1.651, -2.251], [2.871, -0.852, -2.135], [3.962, -1.845, -1.702], [3.303, -3.222, -1.808], [1.838, -2.922, -1.540], [-0.879, -2.020, -2.617], [-2.315, -1.940, -2.285], [-3.011, -2.730, -3.394], [-1.922, -3.674, -3.897], [-0.683, -2.793, -3.854], [0.300, 0.452, -3.044], [-0.362, 1.723, -2.679], [-0.231, 2.589, -3.942], [0.835, 1.893, -4.790], [0.583, 0.425, -4.479], [2.753, -0.056, -1.393], [3.096, -0.383, -3.095], [4.266, -1.646, -0.674], [4.852, -1.765, -2.324], [3.718, -3.948, -1.111], [3.413, -3.622, -2.817], [1.654, -2.804, -0.463], [1.163, -3.690, -1.916], [-2.664, -0.907, -2.236], [-2.485, -2.403, -1.310], [-3.326, -2.058, -4.195], [-3.896, -3.248, -3.030], [-2.118, -4.069, -4.893], [-1.800, -4.517, -3.213], [-0.656, -2.141, -4.734], [0.252, -3.349, -3.824], [0.134, 2.161, -1.814], [-1.405, 1.571, -2.393], [0.024, 3.621, -3.704], [-1.179, 2.605, -4.480], [1.837, 2.166, -4.456], [0.756, 2.121, -5.851], [1.429, -0.229, -4.696], [-0.282, 0.066, -5.050], [3.769, 2.365, -1.644], [3.961, 2.540, -0.147], [2.656, 2.897, 0.570], [1.730, 1.416, 1.060], [0.266, 1.817, 0.971], [2.071, 1.391, 2.835], [3.516, 1.028, 3.158], [3.825, -0.439, 2.887], [4.696, 2.062, -2.129], [3.436, 3.299, -2.102], [3.017, 1.605, -1.855], [4.696, 3.321, 0.055], [4.379, 1.622, 0.276], [1.959, 3.411, -0.095], [2.806, 3.524, 1.449], [1.378, 0.646, 3.229], [1.778, 2.374, 3.210], [3.691, 1.258, 4.211], [4.201, 1.672, 2.600], [3.279, -1.079, 3.581], [4.887, -0.646, 3.007], [3.536, -0.728, 1.876], [-2.971, 3.828, 3.894], [-2.669, 2.502, 4.604], [-3.958, 1.865, 5.138], [-1.650, 2.703, 5.731], [-2.092, 1.597, 3.604], [-1.671, 0.906, 2.794], [-3.404, 4.519, 4.618], [-3.680, 3.688, 3.080], [-2.063, 4.274, 3.489], [-4.391, 2.529, 5.886], [-3.759, 0.902, 5.607], [-4.686, 1.725, 4.340], [-2.085, 3.361, 6.482], [-0.737, 3.166, 5.358], [-1.396, 1.758, 6.211]],
  "forces_ev_per_a": [[0.0, 0.1, 0.0], [-0.1, 0.1, -0.1], [0.4, 0.3, -0.1], [-0.4, -0.4, 0.2], [-0.2, 0.0, 0.0], [0.2, 0.3, -0.2], [0.0, 0.1, -0.1], [0.1, -0.1, 0.0], [-0.1, -0.1, 0.0], [0.1, 0.0, 0.3], [-0.2, -0.1, -0.1], [0.0, 0.0, 0.0], [0.1, 0.0, 0.2], [0.0, 0.0, 0.0], [0.0, 0.0, 0.0], [0.0, 0.0, 0.0], [0.0, 0.0, 0.0], [0.0, -0.3, 0.1], [0.0, 0.3, -0.3], [-0.2, 0.1, 0.2], [-0.1, 0.0, 0.0], [0.0, 0.0, 0.0], [0.0, 0.0, 0.0], [0.0, -0.1, 0.0], [0.1, 0.0, 0.1], [0.0, 0.0, 0.1], [0.0, 0.0, 0.0], [0.0, 0.0, 0.0], [0.0, 0.0, -0.1], [0.1, -0.2, 0.1], [-0.1, 0.1, 0.1], [0.0, 0.0, 0.0], [0.0, 0.0, 0.0], [0.0, -0.1, -0.1], [0.0, -0.3, 0.0], [0.0, 0.0, 0.0], [0.0, 0.0, 0.0], [0.0, 0.0, 0.0], [0.0, 0.0, 0.0], [0.0, 0.0, 0.0], [0.0, 0.0, 0.0], [0.0, 0.0, 0.0], [0.0, 0.0, 0.0], [0.0, 0.0, 0.0], [0.0, 0.0, 0.0], [0.0, 0.0, 0.0], [0.0, 0.0, 0.0], [0.0, 0.0, 0.0], [0.0, 0.0, 0.0], [0.0, 0.0, 0.0], [0.0, 0.0, 0.0], [0.0, 0.0, 0.0], [0.0, 0.0, 0.0], [0.0, 0.0, 0.0], [0.1, 0.0, 0.0], [0.0, 0.0, 0.0], [0.0, 0.0, 0.0], [0.0, 0.0, 0.0], [-0.1, 0.1, -0.1], [0.0, 0.0, 0.1], [-0.1, 0.0, 0.1], [0.1, 0.0, -0.1], [0.0, -0.1, 0.0], [0.1, 0.1, -0.1], [0.0, 0.0, 0.0], [0.1, 0.0, 0.0], [0.0, 0.0, 0.0], [0.0, 0.0, 0.0], [0.0, 0.3, -0.1], [0.0, 0.0, 0.0], [0.0, 0.0, 0.0], [0.0, 0.0, 0.0], [0.0, 0.0, 0.0], [0.0, 0.0, 0.0], [0.0, 0.0, 0.0], [0.0, 0.0, 0.0], [0.0, 0.0, 0.0], [0.0, 0.0, 0.0], [0.0, 0.0, 0.0], [0.0, 0.0, -0.1], [0.0, 0.1, 0.0], [0.0, 0.0, 0.0], [0.0, 0.0, 0.0], [0.0, 0.0, 0.0], [0.0, -0.2, -0.1], [0.2, 0.1, -0.4], [0.0, 0.0, 0.0], [0.0, 0.0, 0.0], [0.0, 0.0, 0.0], [0.0, 0.0, 0.0], [0.0, 0.0, 0.0], [0.0, 0.0, 0.0], [0.0, 0.0, 0.0], [0.0, 0.0, 0.0], [0.0, 0.0, 0.0]],
  "lowdin_charge": [0.4526, 0.1724, -0.3998, 0.0533, -0.1458, 0.0397, -0.0117, 0.0481, -0.1506, 0.0640, -0.5943, 0.0671, -0.0603, 0.1462, 0.1255, 0.1178, 0.1314, -0.2779, 0.5873, -0.1780, -0.1888, -0.1461, -0.1601, -0.1972, -0.1752, -0.1645, -0.1528, -0.1631, -0.1929, -0.1774, -0.1579, -0.1512, -0.1638, -0.2021, 0.0634, 0.1099, 0.1008, 0.1118, 0.1129, 0.1166, 0.1155, 0.1052, 0.1164, 0.1028, 0.1176, 0.1129, 0.1154, 0.1158, 0.1060, 0.1033, 0.0986, 0.1099, 0.1103, 0.1132, 0.1049, 0.1139, 0.1106, 0.1123, -0.1036, -0.2857, -0.3051, 0.9806, -0.5358, -0.3317, -0.2777, -0.1005, 0.0874, 0.0860, 0.0295, 0.1159, 0.0936, 0.0975, 0.0977, 0.0793, 0.0988, 0.1167, 0.0967, 0.0748, 0.0796, 0.0532, -0.0239, -0.5809, -0.0314, -0.0334, -0.0490, 0.2332, 0.0967, 0.0978, 0.0936, 0.0958, 0.0918, 0.0943, 0.0955, 0.0874, 0.0915]
}

No. 3
{
  "formula": "C7H6FNO",
  "method": "ωB97M-V/def2-TZVPD",
  "e_homo_ha": -0.3012,
  "total_charge": 0,
  "multiplicity": 1,
  "lumo_energy_ev": 0.0,
  "elements": ["C", "C", "C", "C", "C", "C", "C", "N", "O", "F", "H", "H", "H", "H", "H", "H"],
  "positions_angstrom": [[2.027, -1.613, 0.007], [0.330, -0.291, 0.117], [1.994, 0.662, -0.051], [2.143, 1.931, -0.029], [-3.243, -0.210, -0.053], [-2.045, -0.752, -0.096], [-0.942, 0.157, 0.051], [0.748, -1.554, 0.016], [2.766, -0.435, -0.010], [-1.152, 1.554, 0.003], [2.437, -2.574, 0.253], [3.100, 2.481, -0.054], [1.303, 2.552, 0.201], [-4.084, -0.903, -0.183], [-3.494, 0.844, -0.112], [-1.887, -1.847, -0.058]],
  "forces_ev_per_a": [[-1.7, 0.7, 0.5], [2.0, 4.7, -1.3], [-5.6, -4.6, 1.2], [1.8, 2.8, 0.3], [-2.3, -1.0, -1.1], [-0.1, 0.6, 1.0], [2.4, 0.7, -0.5], [1.2, -1.2, 0.5], [1.1, -1.0, -0.3], [0.1, -2.5, 0.3], [1.3, 0.1, -0.5], [-0.3, -0.7, -0.1], [-0.5, 0.0, -0.3], [0.1, 0.4, 0.3], [0.4, -0.1, 0.3], [0.2, 1.0, -0.2]],
  "nbo_charge": [0.3895, 0.0655, 0.3165, -0.5131, -0.3508, -0.2868, 0.3455, -0.4755, -0.4759, -0.3397, 0.2077, 0.2182, 0.2409, 0.1939, 0.2142, 0.2499]
}

| no. | E (eV) |
| --- | --- |
| 1 | -262054.532 |
| 2 | -106184.361 |
| 3 | -13606.999 |